ORCA calculation (wB97M-V/def2-TZVPD) on C47H25Cl5N8O3W as an isolated structure at a distorted geometry.

ΔE to the lowest compared entry with this formula, charge and spin = 764.3 kcal per mole

Structure (ORCA input):
```
! RIJCOSX wB97M-V def2-TZVPD def2/J DEFGRID3
* xyz 0 3
W -0.6806 -0.7322 -0.0820
C -2.2520 -5.1503 5.0796
C -1.5162 -6.0854 4.3566
C -0.9111 -5.7476 3.1489
C -1.0949 -4.4632 2.6853
C -0.5648 -3.7405 1.5063
N -1.1990 -2.4823 1.4366
C -1.7371 -2.2630 2.6490
N -1.7593 -1.0706 3.2497
C -1.7191 -0.0092 2.4757
C -0.7917 1.2072 2.5261
C -0.6096 2.1037 3.6970
C -0.3824 3.4068 3.5108
C -0.4342 4.0243 2.1900
C -0.9115 3.3505 1.1294
C -1.2648 1.9646 1.2807
C -2.0914 1.1451 0.5723
N -2.8270 1.3594 -0.6789
C -3.7490 0.1860 -1.2336
N -3.2954 -1.2535 -0.9062
C -2.3657 -0.8926 -1.7232
N 0.0186 -1.0893 -2.3326
C 0.9954 -1.7904 -1.8353
N 0.1436 -2.6607 -0.8614
C 1.0142 -3.2130 -0.0379
N 0.5481 -4.0614 0.9463
C 2.3489 -2.7657 -0.3212
C 3.5555 -3.0459 0.3363
C 4.6896 -2.3791 -0.0503
C 4.6558 -1.4395 -1.1059
C 3.5049 -1.1576 -1.7935
C 2.3207 -1.8122 -1.4051
C -1.7441 -0.8605 -3.8709
C -2.2486 -1.0851 -5.0725
C -3.3630 -0.2704 -5.5612
C -4.3983 0.3483 -4.9298
C -4.9590 0.4878 -3.5411
C -4.4155 0.4019 -2.3440
N -2.2798 -0.0797 1.2516
C -1.8213 -3.5291 3.4087
C -2.4018 -3.8457 4.6191
H -2.7101 -5.4441 6.0148
H -1.4081 -7.0893 4.7458
H -0.3193 -6.4605 2.5909
H -0.6311 1.6650 4.6861
H -0.2018 4.0463 4.3657
H -0.1902 5.0738 2.0946
H -1.0943 3.8610 0.1962
H 3.5694 -3.7730 1.1384
H 5.6270 -2.5732 0.4536
H 5.5721 -0.9328 -1.3822
H 3.5031 -0.4496 -2.6117
H -1.8349 -1.8586 -5.7127
H -3.4050 -0.2170 -6.6456
H -5.0777 0.8144 -5.6363
H -6.0187 0.7354 -3.5668
H -2.9573 -3.1051 5.1790
C 4.3845 3.3303 -2.2166
O 4.4536 3.3838 -0.8028
C 3.4950 2.7236 -0.1068
C 3.6350 2.7056 1.2830
C 2.7241 2.0159 2.0566
C 1.6600 1.3233 1.4827
C 0.7180 0.4334 2.2392
C 1.2878 -0.0949 3.5437
O 0.4386 -0.6859 1.4563
C 1.5170 1.3790 0.0964
O 0.4855 0.7875 -0.5238
C 2.4190 2.0832 -0.6980
H 5.2671 3.8503 -2.5782
H 3.4875 3.8282 -2.5941
H 4.3987 2.2968 -2.5738
H 4.4751 3.2216 1.7275
H 2.8530 2.0024 3.1305
H 1.4965 0.7048 4.2516
H 2.2111 -0.6268 3.3140
H 0.5796 -0.7931 3.9871
H 2.2400 2.1117 -1.7643
Cl -3.2582 4.2094 -1.3429
C -2.0360 3.2984 -2.1402
C -1.9252 1.9517 -1.8900
C -1.1273 0.9809 -2.5523
Cl -1.2309 -0.5298 -2.4622
C -0.2158 1.7090 -3.4067
Cl 0.9494 0.7851 -4.3242
C -0.2361 3.0698 -3.6605
Cl 0.8904 3.7782 -4.7514
C -1.1826 3.8984 -3.0485
Cl -1.2846 5.5655 -3.4108
*
```

Mulliken atomic charge list, values in e, 6 entries: number 1, W, carries 0.4910; number 2, C, carries -0.6188; number 3, C, carries -0.5865; number 4, C, carries -0.3499; number 5, C, carries 0.2548; number 6, C, carries -0.2987